This record from OMol25 describes C42H40N2O2Pb as an isolated structure in a non-equilibrium geometry. The level of theory is ωB97M-V/def2-TZVPD.

As for the net charge: +2. The energy above the lowest of the compared OMol25 structures with the same formula, charge and spin is 20.2 kJ/mol. For the HOMO energy, the calculation gives -13.34 eV. The value obtained for the total energy is -56510.9704 eV. The max |F| comes out at 1.6 eV Å⁻¹. As for the gap between HOMO and LUMO: 6.92 eV. Its multiplicity is 1.

The geometry in XYZ format:
```
87
C42H40N2O2Pb, DFT ωB97M-V/def2-TZVPD
Pb -0.316 0.385 0.003
O -1.296 -0.188 1.644
C -0.831 -1.445 2.277
C 0.572 -1.260 2.855
C 1.776 -1.016 1.970
C 3.030 -1.326 2.468
C 4.164 -0.961 1.767
C 4.024 -0.286 0.566
C 2.761 -0.032 0.080
C 2.559 0.758 -1.187
C 2.006 2.167 -0.886
O 0.541 2.100 -0.677
C 2.706 2.780 0.307
C 2.119 2.784 1.566
C 2.816 3.269 2.668
C 4.106 3.751 2.513
C 4.695 3.755 1.254
C 3.999 3.273 0.155
C 2.037 3.059 -2.118
C 2.142 2.545 -3.412
C 2.136 3.394 -4.506
C 1.985 4.763 -4.321
C 1.842 5.281 -3.041
C 1.859 4.433 -1.945
N 1.658 -0.417 0.766
C -0.940 -2.595 1.287
C -2.163 -2.796 0.645
C -2.352 -3.848 -0.233
C -1.313 -4.743 -0.480
C -0.102 -4.575 0.170
C 0.082 -3.507 1.048
C -1.757 -1.679 3.461
C -1.821 -2.944 4.043
C -2.616 -3.175 5.153
C -3.371 -2.143 5.697
C -3.314 -0.882 5.126
C -2.510 -0.649 4.016
H 0.507 -0.416 3.551
H 0.802 -2.123 3.477
H 3.098 -1.834 3.421
H 5.148 -1.182 2.162
H 4.881 0.063 0.008
H 3.526 0.845 -1.679
H 1.882 0.255 -1.879
H 1.103 2.434 1.698
H 2.346 3.281 3.643
H 4.648 4.135 3.367
H 5.695 4.147 1.127
H 4.464 3.292 -0.825
H 2.260 1.482 -3.580
H 2.259 2.995 -5.505
H 1.976 5.425 -5.177
H 1.719 6.347 -2.898
H 1.747 4.833 -0.945
H -2.991 -2.145 0.902
H -3.321 -4.008 -0.691
H -1.462 -5.582 -1.147
H 0.703 -5.280 0.008
H 1.035 -3.422 1.553
H -1.250 -3.767 3.623
H -2.654 -4.162 5.597
H -3.999 -2.323 6.560
H -3.894 -0.073 5.550
H -2.470 0.342 3.587
C -3.843 0.421 -0.463
N -3.943 0.708 -1.928
C -4.740 -0.358 -2.626
C -2.581 0.950 -2.572
C -1.735 -0.279 -2.736
C -1.850 -1.006 -3.919
C -1.062 -2.124 -4.158
C -0.125 -2.521 -3.219
C 0.030 -1.802 -2.038
C -0.778 -0.700 -1.804
H -4.848 0.363 -0.053
H -3.299 1.235 0.014
H -3.326 -0.527 -0.348
H -4.462 1.580 -2.032
H -4.239 -1.307 -2.463
H -4.786 -0.119 -3.684
H -5.735 -0.360 -2.188
H -2.104 1.717 -1.958
H -2.806 1.391 -3.541
H -2.546 -0.677 -4.683
H -1.170 -2.670 -5.086
H 0.500 -3.385 -3.405
H 0.774 -2.120 -1.316
```

Atomic partial charges in e from the Mulliken method, atoms 1 to 5: Pb 2.2708; O -0.5588; C 1.5540; C -1.8848; C 0.3072